30
Properties=species:S:1:pos:R:3:forces:R:3 method="wB97M-V/def2-TZVPD" total_charge=-1 energy_ev=-28405.45792 lumo_ev=2.4 largest_force_ev_per_a=4.74 de_lowest_kcal_mol=0.0
H -2.7589 5.4956 -2.8228 -0.15 0.32 -0.33
C 3.4260 -4.4276 2.0296 -0.53 0.86 1.57
H -3.6340 5.0093 -4.3242 -0.20 -0.08 -0.01
C -4.9455 3.3273 -2.5172 -1.77 -2.35 -1.87
H 2.6304 -2.9924 3.4678 0.05 -0.13 0.51
H -2.0267 1.7198 -4.2563 0.05 -0.04 0.27
O 2.9985 4.5600 1.0014 -0.42 4.31 0.52
C -2.7281 3.3966 -3.1767 -0.58 -1.54 -0.54
O 0.5605 -4.9726 4.0875 -0.09 -0.04 0.49
H 4.4213 -4.2623 2.4419 0.22 -0.21 -0.49
H -2.1601 3.1383 -2.2830 0.10 0.94 0.32
H 3.2627 -3.7627 1.1814 -0.01 0.08 0.09
H 3.2830 -5.4591 1.7075 0.01 0.01 0.24
H -0.9392 3.0716 -4.1442 0.13 0.27 -1.19
O 4.1010 2.9690 0.2531 3.07 -1.69 -1.76
O -4.5082 4.5977 -2.4846 -2.63 0.77 1.28
O 2.4940 2.6297 1.5735 -1.47 -2.48 1.97
C 1.0530 -4.3640 2.9116 0.23 0.44 -1.09
O 2.8374 -4.9125 4.3415 -2.44 0.57 -0.58
C 1.6230 -5.4048 4.7774 2.02 -2.54 3.46
O -6.0643 2.8135 -2.3504 3.53 2.44 0.33
C 2.4827 -4.0511 3.2546 2.01 -0.50 -2.96
H 0.5695 -3.4615 2.5376 -0.61 0.09 0.93
C -1.9772 2.8052 -4.3435 -0.21 -0.17 0.74
O -3.9203 2.6273 -3.0669 -1.45 -1.72 0.63
N 3.2342 3.3835 0.9779 -1.23 -0.18 -0.76
H 0.9423 -5.0421 2.0654 0.24 -0.49 0.18
H -2.5091 3.0110 -5.2724 0.75 0.53 -0.26
O 1.6437 -6.1867 5.7276 -1.09 1.91 -2.35
C -3.3916 4.7442 -3.2951 2.47 0.63 0.65

94
Properties=species:S:1:pos:R:3:forces:R:3 method="wB97M-V/def2-TZVPD" smiles="COCCCCc1cc2c(c(CCN)c1S(=O)(=O)F)C(=O)N(B(N)O)C2=O.COCCOCCOC.COCCOCCOC" energy_ev=-72061.63633 lumo_ev=-0.8 largest_force_ev_per_a=0.94
H -5.6119 -4.7573 -4.3381 0.12 -0.03 -0.04
H 1.6296 3.7444 6.7367 0.34 -0.02 0.05
H -4.2826 -2.9130 -1.9329 0.03 0.05 -0.05
H 2.9437 -2.2962 0.5117 0.02 -0.01 0.01
H -2.3771 1.8160 -1.5340 -0.06 -0.14 0.01
H 7.8511 4.8184 2.8010 0.01 -0.04 0.09
C 3.4202 -1.3211 0.4255 -0.21 -0.06 -0.17
H -1.0804 -1.1999 -3.6059 0.13 0.04 -0.06
H -4.2085 -4.6995 -3.2432 0.01 -0.01 0.02
H 0.2677 -0.7584 -1.7405 0.01 0.02 0.03
C -5.2982 -2.7380 -2.3062 -0.08 0.01 -0.04
C 2.7487 2.5519 0.8567 -0.09 -0.21 0.08
C -5.3734 -6.1945 -0.4514 0.07 0.06 0.09
H 2.9275 -0.6372 1.1233 0.10 0.02 0.03
H -3.2258 1.8179 0.8331 0.07 0.04 0.08
H 4.9477 -0.2472 -1.8421 0.10 0.08 0.07
H -5.1639 -6.9564 -3.6519 0.00 -0.01 0.00
H 3.6940 4.6601 -1.5573 0.14 -0.01 0.07
C -5.5716 -6.3052 -2.8751 -0.03 -0.08 -0.09
H 3.4219 0.9007 -3.1321 -0.14 -0.06 0.03
F 6.4984 4.4028 -0.6101 0.05 0.01 -0.10
C 3.6134 3.4713 0.2625 0.04 0.18 0.04
C 4.1194 0.1745 -1.2577 0.11 -0.03 -0.10
H 2.3595 3.5494 -1.4075 0.02 0.05 -0.13
C 3.4263 1.2441 -2.0943 0.18 -0.23 -0.49
N 7.3805 2.9473 1.9757 0.29 0.00 0.14
O 4.4805 2.2885 5.2486 0.07 0.22 0.13
H -1.3515 2.6184 -0.3467 0.01 0.00 -0.01
C -6.6756 -6.7889 0.0344 -0.11 0.10 0.08
H 4.3069 2.9847 -3.0495 0.11 -0.05 -0.01
O -3.2174 -0.0933 0.0817 0.15 -0.12 -0.09
H -6.6172 -7.8814 -0.0330 0.00 -0.01 -0.03
O 6.4972 5.9222 1.2484 0.03 -0.09 -0.24
C -5.2884 -4.8814 -3.2951 -0.15 0.11 -0.07
H 8.0566 3.2569 1.2890 -0.09 0.08 -0.06
O -4.9133 -6.7119 -1.6871 0.05 -0.06 0.00
H -1.8187 0.8291 1.3032 0.03 -0.03 -0.02
H 5.7332 5.4448 3.4409 0.08 0.02 -0.16
H -5.8444 -2.1547 -1.5671 -0.03 0.00 -0.02
H 4.4794 -1.4181 0.6769 0.03 -0.03 0.04
C 3.6906 2.3769 4.3609 -0.18 -0.12 0.09
H -2.3568 -1.3435 1.5040 0.01 0.06 0.03
C -2.5088 1.0615 0.4830 -0.13 0.00 0.01
N 2.3563 1.8008 4.4379 0.00 0.36 -0.87
H -5.2439 -2.1635 -3.2374 0.09 0.01 0.01
H -6.6471 -6.4866 -2.8212 -0.02 0.13 0.07
N 1.7825 3.8752 5.7399 -0.35 -0.03 -0.21
H -4.6053 -6.4794 0.2716 0.01 0.01 0.00
H -0.6649 0.5318 -3.6491 0.00 0.02 0.01
O 1.3169 0.5230 2.7420 -0.13 0.34 0.05
O -0.5687 0.9108 -1.0286 0.09 0.06 -0.05
O -7.7795 -6.3021 -0.7073 0.11 -0.09 -0.21
C 4.1727 2.5873 -2.0443 -0.32 0.03 0.20
H -9.5364 -6.8254 -1.5593 -0.01 0.03 0.03
O 3.2465 -0.8841 -0.9126 -0.02 0.14 0.13
H -5.4270 -5.1037 -0.4661 -0.13 -0.01 -0.07
C 4.5923 4.1014 1.0673 -0.23 -0.34 0.02
O -2.6279 0.0708 -3.1602 0.05 0.22 0.13
C 2.8679 2.2988 2.2010 0.20 0.20 -0.11
H -0.4469 2.8369 4.1149 -0.23 -0.03 0.13
C -8.8073 -7.2507 -0.8721 -0.03 0.08 0.06
H -1.3570 -1.0158 -1.1070 -0.13 0.05 -0.07
C 3.4304 3.6650 -1.2252 -0.15 -0.16 0.05
C 2.0429 1.4125 3.0739 0.05 -0.39 0.27
H 4.5706 0.6301 -0.3685 -0.19 -0.02 0.14
C -1.7279 1.6447 -0.6731 0.04 0.14 0.04
H 1.9835 2.0528 0.2726 0.01 0.03 -0.01
H 2.3750 1.3381 -1.8151 0.05 0.01 0.18
O 4.8652 6.1517 -0.5706 0.16 -0.12 0.12
H -2.3878 1.7452 -4.3619 0.01 -0.01 -0.02
H -6.8077 -6.5125 1.0896 0.04 -0.11 0.04
H -4.0386 1.1243 -4.1544 -0.01 -0.03 -0.01
S 5.6168 5.3229 0.3095 -0.24 0.44 0.09
C 3.8447 2.9105 2.9691 0.15 -0.14 -0.05
O 0.0103 2.3574 4.8107 0.34 0.14 -0.50
H -3.9973 -0.7518 1.8928 0.03 -0.02 0.04
C 7.2778 3.9346 3.0682 0.10 0.02 -0.38
H 1.1561 4.6406 5.5005 0.01 0.04 0.11
B 1.3432 2.6905 4.9938 -0.18 -0.37 0.82
H 7.7134 3.5233 3.9779 -0.07 0.03 0.08
C -3.3332 -1.0769 1.0841 -0.09 0.00 -0.04
C -2.9965 0.8366 -4.2830 -0.04 -0.12 -0.01
H -2.9005 0.2625 -5.2121 0.03 0.04 -0.03
C 5.8178 4.3624 3.3670 0.00 -0.21 0.43
H -3.7566 -1.9616 0.6109 -0.06 0.00 0.04
H 5.5817 3.9677 4.3501 -0.13 0.11 0.02
H 5.1581 2.4122 -1.6057 0.12 0.18 -0.19
C -0.7387 -0.3345 -1.6938 0.17 -0.08 0.06
C 4.7684 3.8061 2.4370 0.01 0.01 0.00
H 7.7572 2.0785 2.3320 -0.17 -0.08 0.01
H -8.4226 -8.1830 -1.3017 -0.01 -0.02 0.03
O -5.9887 -3.9549 -2.4863 0.11 -0.09 0.21
H -9.3059 -7.4746 0.0782 0.00 -0.05 -0.01
C -1.2430 -0.2311 -3.1143 -0.17 -0.14 -0.05

74
Properties=species:S:1:pos:R:3:forces:R:3 method="wB97M-V/def2-TZVPD" total_charge=-1 energy_ev=-134226.46539 lumo_ev=0.9 largest_force_ev_per_a=3.32 de_lowest_kcal_mol=42.4
N 10.0437 -1.3939 -4.8849 0.25 -0.15 0.15
C 0.3127 -2.9694 4.1247 -0.14 -0.05 0.14
H 7.5395 -1.2305 -3.9016 0.18 -0.01 -0.08
C 1.0698 -3.7890 4.9515 0.15 0.05 -0.14
O 0.6429 -1.1162 1.1127 0.12 0.02 0.38
H 0.6185 -4.2368 5.8291 -0.01 0.05 -0.06
C 2.4038 -4.0380 4.6522 0.03 -0.03 0.03
C 3.8170 -2.0088 -3.2547 -2.89 0.35 1.59
H -7.0770 0.7236 1.1598 0.16 -0.16 0.07
H 5.6208 -0.0948 -4.9460 0.08 -0.01 0.01
C -7.1559 0.3871 5.0098 -0.13 -0.06 -0.20
N -4.8601 3.4786 4.0008 -0.01 -0.15 0.17
H -8.7601 1.9544 2.4688 0.07 -0.04 -0.01
C -3.8622 5.6687 0.5245 -0.02 0.01 0.01
H -5.4973 -0.9449 4.7998 0.06 0.01 -0.26
C 1.2198 -1.8844 -1.8315 1.98 -1.03 -0.41
H -7.1828 0.2972 6.0892 0.05 0.00 -0.07
In -1.9529 -0.3347 -2.0458 -1.31 -0.57 0.13
H 2.9914 -4.6830 5.2968 -0.03 0.05 -0.03
H 3.2142 -0.0402 -4.1003 -0.54 -0.61 0.72
C 0.9010 -2.4092 2.9997 0.27 -0.57 0.18
C 3.3771 -3.0782 -2.3497 -0.62 0.80 -0.12
C 6.5873 -0.0823 -5.4354 0.08 0.04 -0.11
O -4.7366 4.0309 5.0831 -0.06 -0.09 -0.23
C -6.1845 -0.1927 2.8959 -0.42 0.31 0.49
C 8.9015 -0.7004 -5.4900 -0.47 0.27 -0.25
C 2.1065 -3.0526 -1.6486 0.48 2.20 -1.55
H -3.3532 7.2722 1.8603 -0.02 -0.07 0.04
H -4.4474 3.9140 -0.5663 0.03 -0.05 0.10
N 0.0981 -1.5626 2.1098 -0.44 0.30 -0.09
O 0.8607 1.1778 -3.8376 0.49 -0.73 0.29
O -0.1773 0.7797 -1.9074 1.43 -1.46 -1.00
H -3.9504 6.0138 3.8898 -0.06 -0.21 0.01
C 0.7212 0.4583 -2.8544 -0.67 1.20 0.19
H 10.0270 -0.0191 -7.2003 0.00 -0.12 0.18
H 0.2565 -1.9306 -1.2680 0.99 0.50 -0.68
H 4.0397 -3.9600 -2.1774 -0.54 0.84 -0.26
H -5.0433 2.6373 1.4510 0.08 0.04 0.17
C 7.6702 -0.7222 -4.8486 -0.09 -0.08 0.17
O -4.4335 -1.6772 2.7204 -0.41 0.05 0.05
C 9.0668 -0.0423 -6.7013 0.15 0.05 -0.17
H 4.0280 -3.6584 3.2999 -0.07 0.04 -0.02
H 5.8911 1.0625 -7.1116 0.05 -0.03 0.05
C -4.0608 5.5469 2.9196 0.06 0.18 0.14
C -4.6754 3.6511 1.5498 -0.09 -0.21 -0.05
H -1.7401 -1.7735 -3.0739 0.23 0.34 0.27
H -0.7258 -2.7811 4.3657 0.05 0.11 -0.23
C -8.0744 1.1985 4.3581 -0.05 -0.01 0.05
C 1.6301 -0.7894 -2.6925 0.78 -1.43 0.50
H -8.8206 1.7388 4.9307 0.06 -0.02 -0.03
H 1.8057 -3.8907 -0.9738 0.32 0.89 -0.74
O 11.1145 -1.3383 -5.4661 -0.24 0.00 0.11
H 8.0948 1.1040 -8.2312 0.03 -0.04 0.06
H 2.6962 -2.2059 1.8211 -0.25 0.05 -0.01
C -8.0420 1.3192 2.9744 0.09 -0.10 0.13
C -7.0933 0.6234 2.2378 -0.13 0.02 -0.14
Br -2.4878 -1.1530 0.4241 -0.08 0.28 -2.80
O -5.2088 -0.7907 0.9069 -0.82 -0.12 0.66
C -4.5283 4.2455 2.7963 0.14 0.31 -0.52
H -3.5934 6.2248 -0.3666 -0.01 -0.05 0.06
N -5.1976 -0.9458 2.1142 0.23 -0.09 -0.47
O -1.0623 -1.3611 2.4142 1.70 -0.02 1.78
O 9.8575 -1.9888 -3.8390 0.04 0.15 -0.24
H 4.7969 -2.0698 -3.7723 -0.89 0.07 0.41
C -6.2056 -0.3131 4.2798 -0.05 -0.17 0.07
C -3.7253 6.2580 1.7764 -0.07 -0.16 -0.09
C 6.7408 0.5702 -6.6522 -0.02 0.02 -0.02
H -3.3833 0.5959 -2.5575 0.46 0.11 0.21
C 2.9113 -0.8631 -3.4138 -0.01 -1.62 0.95
C 2.9868 -3.4644 3.5290 -0.18 0.00 0.12
C 2.2343 -2.6461 2.6964 0.19 0.01 -0.11
C -4.3402 4.3692 0.4108 0.02 0.15 0.06
C 7.9789 0.5928 -7.2830 -0.08 -0.07 0.16
O -5.2352 2.3325 3.8488 0.30 0.57 0.14

78
Properties=species:S:1:pos:R:3:forces:R:3 method="wB97M-V/def2-TZVPD" energy_ev=-229689.20952 lumo_ev=0.1 largest_force_ev_per_a=0.37 de_lowest_kcal_mol=0.0
H -5.1393 -1.2458 -1.9016 -0.03 -0.02 0.00
H -2.4598 -7.7580 -1.3806 0.01 0.00 0.00
H -4.2380 -2.0173 -0.2580 -0.01 -0.01 0.00
C 0.6773 -8.1673 -0.2300 0.00 0.01 0.00
H -3.0343 0.8462 -0.6377 0.00 -0.01 0.01
H -6.3427 -2.4894 -2.2641 -0.02 -0.01 0.00
C 0.7895 0.1548 3.0259 0.01 -0.03 0.03
N -2.6094 -3.0540 0.4440 -0.04 -0.02 0.15
H -0.8767 2.4111 1.5681 0.00 -0.01 0.01
C 1.1255 1.2257 3.8510 0.02 -0.01 0.01
Cl -0.7994 -0.5243 3.1877 -0.01 0.00 -0.02
H -3.1125 -1.7248 -3.7759 0.00 0.01 -0.02
C 2.3967 1.7894 3.7584 0.01 -0.04 0.01
Cl 3.4476 -2.3149 -2.3378 0.04 -0.03 -0.01
H -2.6444 -1.7720 -2.0861 -0.08 -0.04 -0.12
H -1.9674 2.1006 -3.2229 0.01 0.00 -0.01
H -3.3770 -5.6150 -0.3233 0.02 -0.01 0.01
C -1.4458 -7.4966 -1.1025 0.00 -0.02 0.00
O -0.9208 2.2757 -1.4877 -0.03 -0.04 -0.01
C -4.5741 -4.0607 -3.8199 -0.01 0.02 -0.01
Cl 4.1239 -0.4822 0.9748 -0.02 -0.01 -0.05
C -1.8821 -5.0899 -1.7858 0.00 -0.05 0.07
C -4.2802 -3.1266 -2.6396 -0.01 0.04 -0.03
Cl 0.1697 -2.1873 -2.6930 0.35 0.13 0.02
H -0.9719 -9.5050 -0.4920 0.00 0.00 0.00
H -4.5783 -3.4832 -4.7459 -0.01 0.00 0.00
C -5.3913 -2.0659 -2.5781 0.03 -0.03 -0.02
C -2.9645 -2.3942 -2.9252 -0.13 -0.04 -0.05
H 0.5607 3.2167 2.2014 0.00 0.02 -0.02
O 0.7609 2.5797 0.2819 0.01 -0.04 0.01
C -0.0876 3.1287 1.3331 -0.02 0.03 -0.03
H -1.4328 0.5554 -2.5540 0.02 -0.03 -0.01
H -1.4434 -4.1350 -1.5000 0.00 -0.05 0.05
C -3.1717 1.3947 -1.5710 0.00 -0.01 0.01
H -3.8917 0.8608 -2.1929 -0.01 0.00 -0.02
C -0.9969 -6.1874 -1.2402 -0.01 0.01 -0.01
H -1.8314 -5.1112 -2.8787 0.00 -0.01 0.00
H -3.8196 -4.8415 -3.9256 -0.02 0.02 -0.01
Cl 2.8210 3.1257 4.7518 0.00 0.02 -0.01
O -0.3340 0.2432 -0.0584 0.01 0.08 -0.08
Cl 1.7159 -9.4058 0.4118 0.00 0.00 0.00
C -3.3446 -5.2019 -1.3324 0.02 0.01 0.01
H -5.5569 -4.5322 -3.7386 0.01 -0.01 0.01
C 3.3229 1.2651 2.8613 0.00 0.02 0.03
H 2.1605 -6.6266 -0.0508 -0.01 0.01 -0.01
H -4.5977 -3.4312 0.7322 -0.01 0.00 0.00
H 0.6858 -4.8830 -0.9615 0.00 0.00 0.01
C -0.9127 -3.7874 1.4256 -0.02 -0.01 -0.07
C 1.6831 -0.3848 2.1093 0.09 0.04 -0.01
P 0.2043 1.4757 -0.6928 0.02 0.08 0.01
H -1.7092 -1.2698 -0.3334 0.00 -0.05 0.10
N -0.5339 -2.6258 0.8162 0.03 -0.01 0.18
H -3.5810 2.3771 -1.3341 0.00 -0.01 0.00
C 0.3118 -5.8967 -0.8663 -0.01 0.00 -0.01
H -5.5184 -1.6273 -3.5698 0.00 0.00 0.00
H -0.2328 -4.4049 1.9875 -0.01 0.02 0.02
H -1.2194 4.8943 1.7351 0.00 0.00 0.00
H -5.8133 -5.0717 -1.6804 0.01 0.02 0.01
C -3.9686 -3.0538 -0.0701 -0.04 -0.02 0.03
C 2.9511 0.1867 2.0640 -0.05 -0.03 0.01
Cl 4.8965 1.9428 2.7517 0.01 0.01 0.00
C -0.6169 -8.4893 -0.6007 -0.01 0.00 -0.01
Ga 1.3208 -1.8301 0.7775 0.06 -0.11 0.16
Si 1.7593 -1.4356 -1.5496 -0.01 0.11 -0.03
Cl -0.0170 1.8788 4.9608 0.00 0.01 -0.01
H -2.1464 -3.0646 -3.1794 -0.23 0.09 0.00
O -5.5674 -4.4206 -1.0142 0.03 0.06 -0.02
C -1.6369 -2.1839 0.2309 0.03 -0.07 -0.23
C -4.2418 -3.9488 -1.3103 0.00 -0.01 0.00
C 1.1532 -6.8735 -0.3574 0.00 0.00 0.00
H -3.8539 -5.9321 -1.9680 -0.01 0.00 0.00
N -2.1712 -4.0704 1.2302 0.06 -0.05 -0.07
Te 2.0348 0.9918 -2.1914 0.02 -0.05 0.01
C -1.8565 1.5307 -2.3023 0.00 0.04 0.02
H 0.1740 5.1565 0.6772 0.00 0.00 0.00
Cl 2.3970 -3.6897 1.3838 -0.08 0.07 -0.03
H -1.2822 4.3726 0.0421 0.00 0.01 0.01
C -0.6383 4.4699 0.9148 -0.01 0.01 -0.01